No. 1
Density functional theory data (the ωB97M-V functional and the def2-TZVPD basis) for a structure of composition C24H39N12NiP.

- multiplicity = 3
- gap between HOMO and LUMO (alpha / beta) (eV) = 9.1 / 8.8
- HOMO (alpha / beta) (eV) = -13.55 / -13.49
- total charge = +2

Geometry (Å):
Ni -0.036 0.250 0.107
C 3.228 -3.075 3.029
N 2.812 -1.890 2.286
C 3.617 -0.816 2.031
C 2.852 0.092 1.362
N 1.592 -0.412 1.206
C 1.588 -1.611 1.774
P 0.130 -2.694 1.942
C -1.013 -1.392 2.490
N -1.208 -0.230 1.880
C -2.067 0.475 2.676
C -2.395 -0.274 3.768
N -1.723 -1.454 3.642
C -1.795 -2.575 4.574
C -0.398 -2.724 0.198
N -0.523 -1.651 -0.572
C -0.986 -2.084 -1.780
C -1.139 -3.439 -1.741
N -0.762 -3.834 -0.487
C -0.773 -5.215 -0.015
H 3.361 -2.830 4.081
H 4.167 -3.444 2.623
H 2.472 -3.850 2.934
H 4.647 -0.790 2.343
H 3.140 1.054 0.977
H -2.394 1.467 2.423
H -3.039 -0.071 4.606
H -2.325 -2.247 5.463
H -0.796 -2.895 4.861
H -2.333 -3.410 4.129
H -1.179 -1.407 -2.595
H -1.486 -4.143 -2.478
H -1.781 -5.618 -0.079
H -0.442 -5.246 1.019
H -0.102 -5.818 -0.623
C -2.983 1.623 -0.381
N -2.496 2.700 0.450
C -3.386 3.780 0.871
C -2.419 4.928 1.201
N -1.099 4.327 1.009
C 0.057 4.864 1.704
C -1.191 3.058 0.554
N -0.197 2.262 0.246
C 0.976 2.839 -0.411
C 0.999 2.247 -1.810
N 0.948 0.782 -1.694
C 1.232 0.108 -2.788
N 1.029 0.520 -4.072
C -0.011 1.442 -4.494
C 1.620 -0.423 -5.024
C 1.868 -1.661 -4.163
N 1.797 -1.122 -2.812
C 2.453 -1.787 -1.719
H -3.778 1.992 -1.032
H -3.374 0.792 0.209
H -2.169 1.259 -1.011
H -3.993 3.483 1.729
H -4.064 4.036 0.056
H -2.520 5.267 2.232
H -2.558 5.788 0.546
H -0.260 5.272 2.664
H 0.540 5.659 1.135
H 0.775 4.068 1.889
H 1.891 2.582 0.128
H 0.925 3.925 -0.486
H 1.898 2.562 -2.347
H 0.136 2.664 -2.335
H 0.346 2.468 -4.583
H -0.850 1.416 -3.797
H -0.375 1.126 -5.470
H 2.544 -0.022 -5.445
H 0.928 -0.618 -5.841
H 2.849 -2.100 -4.341
H 1.113 -2.438 -4.315
H 1.897 -2.674 -1.398
H 2.537 -1.097 -0.886
H 3.453 -2.099 -2.026

---

No. 2
Density functional theory data (the ωB97M-V functional and the def2-TZVPD basis) for a structure of composition C24H40AlBBeBrClF12KMgN6O12.

- multiplicity = 1
- gap between HOMO and LUMO (eV) = 5.4
- HOMO (eV) = -10.65
- total charge = +1

Geometry (Å):
C -1.564 1.667 3.610
B -0.039 1.803 3.141
O 0.694 2.740 3.777
C 0.640 0.938 1.891
N 2.078 1.306 1.799
C 2.887 0.783 2.849
O 3.655 -0.089 2.622
F 2.858 1.265 4.064
C 2.749 0.933 0.584
O 3.680 1.546 0.232
F 2.310 -0.065 -0.175
N -0.186 1.128 0.687
C -0.531 2.503 0.282
C 0.645 3.480 -0.044
C 1.180 4.291 1.145
O 0.009 4.439 -0.904
C -1.092 0.135 0.735
N -2.158 -0.219 0.041
C -2.957 -1.420 0.390
C -2.325 -2.769 -0.103
O -2.660 -2.913 -1.430
C -2.783 -4.010 0.685
N -1.943 -4.163 1.914
C -2.598 0.621 -1.098
C -1.783 0.344 -2.423
O -2.516 -0.486 -3.301
C -0.401 -0.299 -2.240
F -0.454 -1.404 -1.354
F 0.515 0.588 -1.925
F -0.003 -0.769 -3.371
N -0.824 -0.801 1.782
C 0.485 -0.521 2.351
F 1.269 -1.560 1.725
N 0.406 -0.828 3.800
C 1.200 -1.777 4.005
O 1.861 -2.562 4.496
H -1.880 2.554 4.171
H -2.279 1.542 2.783
H -1.634 0.828 4.341
H 0.163 3.532 3.928
H -1.379 3.001 0.951
H -0.987 2.432 -0.704
H 1.416 3.017 -0.676
H 2.055 3.875 1.647
H 1.456 5.288 0.791
H 0.381 4.455 1.877
H 0.686 4.774 -1.496
H -3.185 -1.430 1.463
H -3.933 -1.420 -0.101
H -1.223 -2.691 0.019
H -2.233 -3.699 -1.797
H -3.859 -4.003 0.874
H -2.553 -4.883 0.063
H -1.644 -5.129 1.903
H -2.534 -3.983 2.720
H -2.686 1.679 -0.753
H -3.639 0.380 -1.331
H -1.652 1.287 -2.977
H -3.288 0.035 -3.556
H -1.553 -0.851 2.541
C -2.037 -2.440 -7.436
C -1.718 -0.928 -7.258
C -0.532 -0.759 -6.315
O -2.807 -0.386 -6.704
H -2.282 -2.922 -6.492
H -2.871 -2.603 -8.118
H -1.165 -2.953 -7.851
H -1.378 -0.573 -8.246
H -0.719 -1.187 -5.337
H -0.283 0.297 -6.182
H 0.351 -1.253 -6.717
Mg -1.535 -1.314 4.620
Br -3.222 3.536 0.589
Cl 1.264 -3.116 -0.926
Be 0.171 -1.982 0.142
C -0.486 5.450 6.334
C 0.230 6.494 7.153
O 0.793 7.331 6.160
C -0.032 7.254 5.071
O -0.021 8.005 4.167
O -0.879 6.183 5.176
F 1.230 5.946 7.885
H 0.176 4.631 6.039
H -1.351 5.036 6.849
H -0.420 7.081 7.804
F 0.786 -3.721 -5.806
Al 1.889 -4.161 -7.067
F 2.609 -2.744 -7.703
F 1.031 -4.970 -8.307
F 3.097 -5.189 -6.431
C 6.082 -3.752 0.611
C 4.925 -3.829 -0.365
O 3.810 -4.511 0.219
H 6.391 -4.752 0.917
H 6.936 -3.241 0.166
H 5.788 -3.215 1.519
H 5.213 -4.381 -1.257
H 4.606 -2.826 -0.668
H 3.549 -4.016 1.000
F -3.794 1.465 -6.500
K 0.283 -5.426 2.347

---

No. 3
Density functional theory data (the ωB97M-V functional and the def2-TZVPD basis) for a structure of composition C24H40BF2GaN11O3S2.

- multiplicity = 1
- gap between HOMO and LUMO (alpha / beta) (eV) = 6.7 / 5.4
- HOMO (alpha / beta) (eV) = -9.09 / -8.46
- total charge = +1

Geometry (Å):
Ga -0.130 -0.098 -0.802
N -6.251 -4.565 -0.816
C -5.069 -4.167 -1.379
C -4.555 -2.864 -1.083
C -3.587 -2.304 -1.859
C -2.966 -3.075 -2.898
C -3.500 -4.387 -3.203
C -4.447 -4.954 -2.403
S 0.135 -3.254 -2.942
O -1.989 -2.630 -3.607
O 0.765 -2.505 -4.066
N 0.178 -2.202 -1.669
C 0.203 -2.784 -0.445
N 0.239 -4.079 -0.286
C 0.392 -4.501 0.991
C 0.472 -3.644 2.068
C 0.344 -2.270 1.778
N 0.246 -1.848 0.507
H -6.734 -3.818 -0.284
H -6.833 -5.227 -1.314
H -4.965 -2.317 -0.248
H -3.253 -1.278 -1.645
H -3.071 -4.911 -4.056
H -4.759 -6.009 -2.599
H 0.384 -5.564 1.134
H 0.541 -4.008 3.092
H 0.332 -1.516 2.562
C 4.720 1.035 0.143
N 3.581 1.938 0.401
C 3.825 3.269 0.980
C 2.332 1.678 -0.021
O 1.927 0.565 -0.490
H 5.594 1.464 0.676
H 4.929 0.973 -0.943
H 4.490 0.026 0.511
H 4.483 3.207 1.865
H 2.856 3.714 1.269
H 4.278 3.921 0.205
H 1.610 2.523 0.121
C -0.791 3.158 6.408
C -0.800 1.633 6.481
N -0.485 1.028 5.222
C 0.730 1.163 4.643
S 0.834 0.900 2.966
N 1.784 1.413 5.445
C 3.120 1.409 4.909
C 3.645 -0.026 4.679
H -1.239 3.560 7.324
H -1.411 3.530 5.575
H 0.210 3.593 6.301
H -1.817 1.302 6.739
H -0.143 1.281 7.285
H -1.202 0.866 4.530
H 1.640 1.297 6.453
H 3.763 1.936 5.637
H 3.132 1.980 3.960
H 3.536 -0.582 5.618
H 4.720 0.013 4.468
H 3.126 -0.545 3.895
C -1.385 0.605 -3.500
N -1.361 1.179 -4.851
C -1.280 2.671 -4.775
N -0.094 3.109 -3.967
C -0.185 2.475 -2.635
N -0.176 0.956 -2.692
C 1.046 0.551 -3.489
N 1.092 1.162 -4.811
C -0.111 0.710 -5.549
C 1.123 2.628 -4.654
H -1.475 -0.489 -3.608
H -2.287 0.948 -2.967
H -2.187 3.089 -4.337
H -1.168 3.117 -5.793
H -1.106 2.775 -2.088
H 0.719 2.772 -2.098
H 1.011 -0.541 -3.624
H 1.942 0.854 -2.942
H -0.134 -0.393 -5.561
H -0.143 1.133 -6.576
H 1.167 3.135 -5.631
H 2.013 2.908 -4.077
F -2.336 -0.271 1.348
B -1.692 0.576 0.502
F -2.090 1.897 0.590

---

No. 4
Density functional theory data (the ωB97M-V functional and the def2-TZVPD basis) for a cluster of 11 separate species, C24H40BN10O2P2S in total.

- multiplicity = 1
- gap between HOMO and LUMO (eV) = 8.3
- HOMO (eV) = -12.39
- total charge = +1

Geometry (Å):
C 4.002 4.318 4.817
C 2.993 3.724 4.193
P 1.834 2.838 2.978
P 1.246 0.822 3.706
S 1.121 0.729 5.641
B 0.162 3.850 2.945
O 0.071 4.905 1.971
O -0.835 3.418 3.872
C -2.010 4.282 3.920
C -3.266 3.288 4.286
H 5.010 4.820 5.114
H 2.445 2.736 1.679
H -0.088 0.617 3.182
H 2.153 -0.144 3.158
H 0.589 4.637 1.161
H -2.299 4.781 2.929
H -1.894 5.029 4.790
H -4.197 3.856 4.643
H -3.463 2.617 3.355
H -2.877 2.557 5.108
C 7.201 8.003 5.541
C 6.943 6.629 5.989
N 6.741 5.549 6.340
H 7.855 8.025 4.666
H 6.276 8.518 5.267
H 7.684 8.598 6.321
C -3.003 -0.860 5.297
C -3.610 -0.407 4.040
N -4.087 -0.050 3.052
H -1.935 -0.629 5.336
H -3.470 -0.385 6.164
H -3.106 -1.941 5.426
C 5.545 2.734 0.129
C 4.203 3.016 -0.395
N 3.148 3.238 -0.809
H 5.689 3.170 1.122
H 5.725 1.660 0.217
H 6.324 3.142 -0.520
C -5.225 -2.833 0.860
C -5.463 -4.211 1.303
N -5.650 -5.295 1.651
H -4.578 -2.798 -0.020
H -6.158 -2.327 0.596
H -4.744 -2.236 1.640
C -6.205 -4.482 -2.509
C -4.852 -3.928 -2.380
N -3.788 -3.493 -2.280
H -6.197 -5.574 -2.482
H -6.858 -4.142 -1.700
H -6.673 -4.184 -3.449
C -1.189 -5.500 -1.512
C 0.116 -5.833 -0.930
N 1.142 -6.095 -0.473
H -1.942 -6.255 -1.271
H -1.562 -4.541 -1.142
H -1.139 -5.429 -2.601
C 9.695 5.697 3.236
C 8.357 5.978 2.702
N 7.306 6.199 2.282
H 9.833 6.137 4.227
H 9.873 4.622 3.330
H 10.479 6.100 2.589
C -4.227 -5.198 -5.926
C -5.615 -5.459 -5.529
N -6.706 -5.664 -5.216
H -4.136 -5.060 -7.007
H -3.834 -4.295 -5.450
H -3.565 -6.024 -5.649
C -0.203 -5.045 -7.431
C -1.086 -6.070 -6.861
N -1.780 -6.875 -6.413
H -0.732 -4.104 -7.596
H 0.642 -4.830 -6.772
H 0.208 -5.358 -8.394
C -1.826 -2.117 -10.201
C -0.525 -2.456 -9.613
N 0.497 -2.723 -9.151
H -2.584 -2.869 -9.964
H -2.196 -1.157 -9.833
H -1.769 -2.047 -11.290